Molecular formula: C48H39MnN3OPS
Method: DFT, wB97M-V/def2-TZVPD

As for the total charge: -1. The HOMO energy (spin up / spin down) comes out at -3.68 / -2.85 eV. The energy relative to the best compared isomer or geometry (same formula, charge and spin) is 4.261 eV. Its HOMO-LUMO gap (spin up / spin down) is 6.10 / 5.27 eV. As for the spin multiplicity: 2. As for the expectation value of S²: 1.09. The total energy is -108370.1093 eV.

Each line ends with the Mulliken spin population.
Positions of all 94 atoms, in Å:
1 H -5.03347 -0.43206 -2.27879  0.000
2 C 2.00087 2.33625 2.54288  0.005
3 H -7.99728 0.21050 -1.70907  0.000
4 N 1.05273 -0.94567 -3.96006  -0.001
5 C 2.17213 0.48541 0.92907  -0.023
6 H -8.04439 -1.48805 0.61770  0.000
7 C -5.95031 -0.07341 1.81883  -0.002
8 C -3.20022 -4.30511 -0.44831  -0.009
9 H -6.36673 -1.54929 -2.57923  0.000
10 S -2.64611 0.76058 3.98568  0.000
11 H -5.51501 0.47317 3.85304  0.000
12 C -3.73726 0.38451 2.67940  0.000
13 C -2.75192 -3.05244 1.99473  -0.013
14 C 0.00372 -1.94635 3.02353  0.008
15 C -0.14179 1.94982 -1.89777  -0.003
16 C -0.01149 1.25378 4.97868  -0.001
17 C 0.75721 -0.15394 -2.88799  -0.015
18 C 3.99363 2.05597 1.21095  0.000
19 C -1.62325 1.78716 3.14985  0.001
20 C -0.55600 3.29527 -2.12232  0.004
21 H -3.60436 -0.32996 -0.60704  -0.008
22 H -6.61868 1.28874 -1.41629  0.000
23 C 1.71184 -6.01281 1.16492  0.000
24 H 0.04401 -3.18915 6.16375  0.000
25 C 2.40245 -3.34200 0.92377  -0.015
26 H 1.44310 2.90377 3.27378  0.001
27 C -0.51974 3.86949 -3.36574  -0.001
28 H -0.91471 3.84704 -1.26275  0.000
29 C 0.24828 0.35640 2.15676  -0.142
30 H 4.01424 0.45106 -0.20519  -0.001
31 H -7.74123 0.92101 -0.10387  0.000
32 C 3.03636 -5.66012 0.95188  -0.001
33 C -3.22218 0.18866 1.40649  0.006
34 C -0.82001 2.10434 4.30052  -0.002
35 C -7.23959 0.50573 -0.97875  0.000
36 H -5.17847 -4.69340 0.29105  0.000
37 C 1.39772 -2.19367 -3.50377  -0.002
38 H -7.01515 -0.13043 2.00805  0.000
39 C 1.06357 -3.68989 1.11741  -0.002
40 H 3.71031 3.64544 2.61400  0.000
41 C -3.99089 -3.60850 1.71034  0.001
42 C 1.30307 -2.12361 -2.15276  -0.005
43 H -5.00297 -2.05884 -1.56713  0.000
44 C 0.19320 -0.59709 3.30904  0.012
45 O -0.24498 1.43184 -0.73869  -0.011
46 C 1.49176 1.18181 1.96135  0.020
47 C 0.72948 -5.03650 1.24986  0.000
48 H -0.30320 -5.31966 1.41241  -0.001
49 C -1.96739 -3.74484 -0.17031  -0.009
50 H -2.42025 2.47516 2.88685  0.000
51 C -5.64469 -1.21630 -1.83097  0.000
52 C -0.03732 3.15366 -4.46698  0.002
53 C 3.43870 0.94524 0.57449  0.002
54 H 1.44102 -7.05741 1.26420  0.000
55 H -0.99406 3.07836 4.74502  0.000
56 H 1.49596 -2.89339 -1.42654  0.007
57 H -6.76538 -2.66277 0.28668  0.000
58 H -2.58335 -2.54991 2.93933  0.000
59 C -6.38698 -0.71219 -0.58959  0.001
60 H -0.21135 -3.93738 3.80164  0.001
61 H -0.86749 4.88696 -3.50386  0.000
62 C 0.34474 1.22644 -3.03623  0.019
63 C -5.43550 -0.32634 0.53803  0.002
64 H 0.99245 -0.66220 -4.91879  0.000
65 H 0.00982 3.61531 -5.44483  0.000
66 Mn 0.40562 -0.25119 0.21834  1.183
67 P -0.11897 -2.28662 1.23401  -0.051
68 H 0.21766 -0.79545 6.68737  0.000
69 H 4.99425 2.38281 0.94350  0.000
70 C -1.71649 -3.14591 1.06860  -0.001
71 C -0.06672 -2.89047 4.04103  -0.003
72 H 2.64199 -2.28470 0.82784  0.010
73 C -4.06888 -0.17298 0.35830  0.020
74 C 3.27503 2.75901 2.16491  0.000
75 H 4.41138 -4.03799 0.66124  0.000
76 C -4.21491 -4.24588 0.50050  -0.005
77 H 0.78730 1.33035 -5.14879  0.000
78 C 0.39210 1.85842 -4.28639  -0.002
79 C -1.16603 0.85161 2.14226  0.064
80 H -1.17135 -3.76398 -0.90811  0.009
81 H -4.78827 -3.53413 2.43940  0.000
82 C -7.33475 -1.83468 -0.13381  0.000
83 C 0.17124 -0.15001 4.64547  -0.009
84 N -1.87225 0.23757 1.26884  -0.003
85 C 0.17795 -1.12035 5.65292  -0.002
86 H -3.37701 -4.77820 -1.40695  0.000
87 C -5.11212 0.27190 2.86784  0.000
88 N 0.90334 -0.86512 -1.77237  -0.029
89 C 3.37963 -4.31871 0.83328  -0.006
90 H 3.79859 -6.42632 0.88277  0.000
91 H 0.43210 1.59899 5.90686  0.000
92 H 1.66842 -2.99556 -4.16621  0.000
93 H -7.90773 -2.20655 -0.98619  0.000
94 C 0.06592 -2.46643 5.35683  0.001

Forces on atoms 1 to 2 (eV/Å):
0.052 -0.026 -0.009
0.027 -0.123 -0.073

Molecular formula: C48H39N4O3S2TeW
Method: DFT, wB97M-V/def2-TZVPD

As for the total charge: +1. The HOMO energy comes out at -10.56 eV. The energy relative to the best compared isomer or geometry (same formula, charge and spin) is 2.304 eV. Its HOMO-LUMO gap is 6.23 eV. The total energy is -93295.2326 eV.

Each line ends with the Löwdin charge.
Positions of all 98 atoms, in Å:
1 H -0.56689 -2.64443 1.74434  0.096
2 C -1.75275 0.97588 3.38407  -0.232
3 H 0.58908 -5.84928 -0.75462  0.123
4 H 3.88751 6.24044 -2.49713  0.111
5 C -3.17853 5.28595 0.02144  -0.006
6 C 2.73382 2.36771 3.65500  -0.015
7 C 2.86129 3.53667 -0.75230  -0.022
8 C 0.58128 0.04306 -3.22685  -0.129
9 H 3.86452 -1.42825 -4.59353  0.110
10 C -0.82708 -1.06431 4.99992  -0.057
11 H 0.73012 -4.15588 -1.22684  0.100
12 Te -0.32225 -1.60898 -0.75007  1.624
13 H 3.93914 0.28420 -2.83526  0.125
14 H 0.26925 4.03112 2.29053  0.109
15 C 0.99861 3.31294 2.62445  -0.130
16 C 0.14720 -5.41363 1.61267  -0.039
17 H 3.77518 5.38736 -0.18807  0.111
18 H 3.03638 -3.93118 2.43810  0.118
19 C -0.38867 -4.45417 0.58948  -0.311
20 H 3.58576 2.17826 4.27692  0.109
21 C 2.29830 -1.73095 1.01983  -0.208
22 H 3.32225 -1.85381 1.39561  0.126
23 H -0.47851 -7.04201 -2.33843  0.114
24 C -1.09294 -5.06880 -1.79315  -0.185
25 H -4.09552 5.84085 0.14205  0.122
26 C -3.45878 2.77158 2.74943  0.027
27 C 2.99080 4.49945 -3.35124  -0.058
28 C 1.80900 1.41928 -1.55079  -0.244
29 C 1.26340 -5.17556 2.29628  -0.069
30 C -3.80959 3.79428 1.91210  0.044
31 N 1.72544 -0.48790 1.52846  -0.114
32 C -1.18361 -6.24570 -2.52860  -0.029
33 C -0.30492 -0.87971 3.72658  -0.101
34 C 2.47259 0.16447 2.37697  -0.074
35 N -1.46583 2.36803 1.49474  -0.031
36 C 2.46710 3.24240 -3.11194  -0.009
37 C -2.27927 5.61020 -0.95823  -0.048
38 C -2.26325 0.80859 4.67339  -0.015
39 C 1.80406 0.45528 -2.69303  -0.221
40 N 1.31919 1.08307 -0.43219  -0.026
41 C -1.80398 -0.21167 5.48261  -0.060
42 W -0.14410 0.72033 0.80313  1.531
43 O -1.05835 1.27131 -0.77810  -0.652
44 H -0.34584 5.20827 -1.81405  0.112
45 C 3.40004 4.78580 -1.00116  -0.055
46 H -3.00940 1.49142 5.05097  0.111
47 C -2.99016 -4.23736 -3.00781  -0.032
48 H 2.35661 -1.63645 -0.08208  0.094
49 S -2.50886 0.82003 -0.93013  0.146
50 C 2.02334 -3.96807 2.06416  -0.027
51 C 2.94173 -1.01434 -4.21615  -0.058
52 C -2.14428 -2.78150 -1.21146  -0.326
53 O -3.37678 1.95240 -0.90128  -0.270
54 H 2.10586 2.64079 -3.93193  0.122
55 H 2.18267 4.46329 4.07860  0.100
56 H 0.17394 3.34403 -0.28176  0.079
57 C -1.06508 4.91533 -1.06507  -0.030
58 H -2.76189 -2.08432 -1.77702  0.028
59 H 1.69157 -2.17174 -5.51843  0.110
60 C -3.05937 -5.40580 -3.74403  -0.070
61 H 3.03566 4.88045 -4.36043  0.112
62 C 0.04195 -4.90854 -0.82334  -0.111
63 C 0.06447 -3.01812 0.91657  -0.382
64 H -1.47737 -4.48837 0.64836  0.135
65 C -1.73130 3.46523 0.73189  -0.242
66 H -0.38284 -6.34796 1.71308  0.121
67 N 1.04041 2.05700 2.14538  -0.074
68 C 2.01236 3.54356 3.55472  -0.061
69 C -2.92558 4.21059 0.89380  -0.152
70 O -2.54653 -0.04271 -2.07994  -0.382
71 C -2.15697 -6.42407 -3.49524  -0.068
72 C 2.98709 -0.05876 -3.21472  -0.023
73 H -0.45799 -1.87264 5.61450  0.112
74 S -2.73738 -0.26036 0.73272  0.568
75 H 0.47659 -1.57052 3.42279  0.084
76 C 1.72427 -1.43285 -4.73365  -0.060
77 C 3.46448 5.26713 -2.30026  -0.061
78 H -4.12606 2.45881 3.53501  0.116
79 C 0.54473 -0.89130 -4.25203  -0.071
80 H 3.39458 -0.27805 2.75326  0.149
81 H 2.81592 3.14411 0.25603  0.106
82 C -2.25140 2.06576 2.53600  -0.258
83 C -0.72481 0.13517 2.84935  -0.241
84 C 2.12307 1.45631 2.77714  -0.312
85 C -0.78006 3.87009 -0.22790  -0.032
86 H -2.20650 -0.34424 6.47473  0.111
87 H -3.81312 -5.51939 -4.50777  0.108
88 H -2.20140 -7.34601 -4.05521  0.108
89 C 1.49913 -2.95739 1.36058  -0.272
90 H -3.70142 -3.44800 -3.19855  0.118
91 H -0.40723 -1.18507 -4.66563  0.117
92 H -4.75563 4.30277 2.02396  0.131
93 H 1.65042 -5.89475 2.99700  0.107
94 C 2.39901 2.75033 -1.80816  -0.165
95 H -0.34023 0.49856 -2.88682  0.081
96 C -2.02529 -4.05088 -2.01728  -0.233
97 H -2.64568 -2.94513 -0.24963  0.055
98 H -2.48988 6.41091 -1.64946  0.112

Forces on atoms 1 to 2 (eV/Å):
0.103 0.065 -0.347
0.091 -0.218 -0.222